C38H76O14 | the ωB97M-V functional and the def2-TZVPD basis

The geometry in XYZ format:
```
128
Properties=species:S:1:pos:R:3:forces:R:3
O -3.51343 -1.66250 2.16743 -0.63 0.93 -1.16
C -4.43343 -1.03950 1.65743 -1.54 -2.54 1.72
O -4.45443 0.25750 1.43043 -3.92 -2.36 -1.97
C -3.29343 0.95050 1.37343 -0.75 2.57 -6.25
C -3.67543 2.37450 0.99343 3.72 -0.20 4.50
C -5.90243 -1.71350 1.39843 2.97 0.85 0.22
H -2.60943 0.54550 0.65443 0.78 -0.51 0.16
H -3.14543 0.99250 2.29543 3.87 0.36 7.84
H -3.82543 2.50350 0.03843 -2.15 0.57 -5.03
H -2.77343 3.01750 1.11343 0.00 -0.52 0.23
H -4.28643 2.77250 1.76543 -1.37 0.37 -0.03
H -6.36643 -1.90950 2.35143 -0.30 0.69 0.49
H -5.72443 -2.75250 1.07643 -0.12 0.71 -0.81
H -6.40043 -0.96950 0.76743 -0.43 -0.91 0.01
O 2.79757 0.36550 -2.40957 -0.03 -2.11 -0.50
C 3.05657 -0.82050 -2.66457 1.76 3.61 1.17
O 4.32057 -1.12150 -3.05657 -0.90 -1.86 -1.01
C 5.33957 -0.16350 -3.07957 -1.06 5.28 2.51
C 6.60557 -0.72850 -3.54757 0.43 4.28 8.64
C 2.08257 -1.93250 -2.57757 16.22 -2.16 -10.87
H 5.36857 0.21450 -1.97857 0.51 -0.55 -1.63
H 5.08957 0.85450 -3.59357 -0.18 -2.04 0.33
H 6.73157 -1.53750 -2.96057 1.09 -2.90 2.16
H 7.49857 -0.15450 -3.55257 0.40 1.14 0.59
H 6.54457 -1.05450 -4.37257 -1.21 -4.33 -11.65
H 2.09757 -2.11650 -3.75257 -0.92 -1.10 3.41
H 1.41457 -1.62450 -2.15057 -10.80 6.31 7.19
H 2.46957 -2.66650 -2.00757 1.71 -3.08 1.26
C 0.68157 -1.41450 0.86343 -7.13 6.15 -2.42
C 0.18557 -0.08150 0.32643 -2.86 0.26 -5.82
O -0.35843 0.12750 -0.89157 2.41 -1.14 6.12
C 0.36457 1.07150 1.20243 -0.11 -1.73 1.37
H 0.95257 -2.06050 -0.01257 -8.82 3.34 0.22
H -0.10843 -1.76650 1.45143 -1.73 -0.71 0.52
H 1.34757 -1.06150 1.69443 -2.25 -1.34 -1.14
H 0.21757 0.68350 2.21143 -0.27 0.37 0.37
H -0.24243 1.88750 0.98343 -1.12 1.15 -0.30
H 1.38157 1.34550 1.20543 1.41 0.50 -0.18
C 1.24357 -0.72350 5.39443 -0.26 -0.73 -0.39
C 0.40457 -1.51750 6.51043 5.65 0.90 4.31
O 1.12557 -1.83550 7.59443 -4.43 1.14 -5.45
C -1.08243 -1.69050 6.38843 0.65 3.39 -2.79
H 0.80157 -0.94250 4.34843 0.47 0.87 1.72
H 2.31157 -1.10550 5.31043 -1.46 0.29 0.51
H 1.32957 0.40950 5.65243 -0.30 -2.41 -0.54
H -1.23343 -2.21150 5.40743 -0.45 0.44 0.94
H -1.63843 -0.59950 6.38343 1.52 -2.66 -0.40
H -1.42243 -2.15050 7.22543 -1.18 -1.84 2.22
C -3.33743 -0.31050 -2.90857 1.43 1.25 -3.21
C -3.25343 1.07150 -3.71657 -3.03 3.75 1.64
O -3.86043 2.18150 -3.24757 3.52 -6.12 -2.31
C -2.43143 1.03950 -5.04757 -3.40 2.43 1.63
H -3.75943 -0.18350 -1.98957 -2.54 0.24 2.11
H -2.34643 -0.56250 -2.54157 0.46 0.20 -0.42
H -3.55343 -1.26550 -3.55057 -1.72 4.67 1.24
H -3.07843 0.56350 -5.84157 0.38 0.87 0.68
H -1.66843 0.28250 -4.89357 -1.68 2.13 -0.56
H -2.22443 2.17850 -5.23857 0.10 -2.43 -0.09
C -2.02943 3.70250 6.80643 -1.84 2.27 -4.03
C -1.42043 3.04950 5.62643 1.42 -2.63 -3.90
O -1.72343 3.18850 4.39943 0.09 0.59 4.28
C -0.30443 2.01450 5.86743 -1.23 1.77 3.32
H -2.54143 3.15250 7.44543 -1.14 -4.20 3.26
H -3.02243 3.94150 6.32243 0.98 1.87 0.36
H -1.53443 4.39350 7.45243 0.56 0.99 -0.49
H 0.13757 1.71050 4.99443 0.62 -0.76 -2.16
H -0.55943 1.15650 6.55443 0.01 1.07 -0.77
H 0.42757 2.62750 6.42143 0.21 -0.44 0.05
C -2.12243 -2.75150 -3.62857 1.36 4.25 0.89
C -1.13143 -2.76050 -2.51957 4.98 3.47 0.33
O 0.07857 -2.10450 -2.55457 -12.30 -7.19 -0.43
C -1.48043 -3.38050 -1.20957 0.93 0.62 0.09
H -3.08243 -2.15050 -3.53557 2.42 -3.31 0.92
H -2.39743 -3.66850 -3.75657 -1.65 -5.80 -1.27
H -1.74943 -2.27650 -4.49657 0.79 -0.01 -1.08
H -2.46043 -3.01550 -0.94757 -0.30 0.29 0.64
H -0.60243 -3.10550 -0.54157 -2.50 0.61 -0.51
H -1.52043 -4.48150 -1.16857 -0.68 0.48 -0.72
C -1.23543 5.07750 -3.63557 -0.45 -0.77 -1.82
C -0.25643 4.33950 -2.75957 0.31 -3.63 -1.90
O 0.85857 3.90150 -3.16957 -3.69 2.35 0.10
C -0.95043 3.80850 -1.51757 -0.14 -0.76 -2.38
H -1.65943 6.00350 -3.23357 0.50 -0.02 -0.10
H -2.17843 4.46550 -3.98557 1.90 0.59 1.24
H -0.62343 5.14850 -4.53457 -0.41 1.07 -0.37
H -0.92443 4.72050 -0.94157 -0.81 -0.66 1.24
H -0.45643 2.81350 -1.25557 -2.93 1.42 -1.60
H -1.91643 3.54750 -1.73757 -2.74 -0.05 -1.11
C 1.11957 3.78450 -0.55457 1.49 -2.32 3.64
C 2.00557 3.60950 0.64643 5.15 1.01 -2.43
O 3.22957 3.18150 0.43143 -5.36 1.40 2.05
C 1.51357 4.22550 2.01043 6.99 -10.76 -3.54
H 1.42157 3.79350 -1.57457 1.85 -1.24 0.25
H 0.58157 4.67150 -0.57457 -0.07 1.74 1.55
H 0.22657 3.04150 -0.50157 4.55 1.60 2.31
H 2.33657 4.19750 2.63243 2.03 -0.33 1.42
H 0.86857 3.60750 2.40443 -3.93 -3.05 2.08
H 1.27057 5.07150 2.01543 -4.26 12.55 -0.90
C 1.45357 -0.74350 -5.55057 -0.58 2.22 1.90
C -0.02443 -0.43950 -5.13957 1.89 -0.69 2.04
O -0.96443 -0.66150 -5.89657 2.80 -1.51 -0.45
C -0.26243 0.05250 -3.63657 11.10 -0.42 -0.47
H 1.87357 -1.35450 -4.75957 -0.83 -1.24 -1.37
H 2.26957 -0.01150 -5.24157 -1.52 0.57 -1.15
H 1.42557 -0.99850 -6.57857 0.68 -0.73 -0.72
H -1.13843 0.29550 -3.49557 -7.83 1.90 1.82
H 0.32257 1.01250 -3.51157 -0.46 -0.43 -0.71
H 0.15857 -0.39250 -2.58557 -1.05 1.01 -3.56
C 0.69057 -4.84650 -0.14657 3.23 -0.97 2.81
C 0.62157 -4.64650 1.38743 -3.48 3.36 1.94
O -0.09643 -3.63550 1.89843 3.47 -6.41 -2.39
C 1.58357 -5.45750 2.29843 -5.64 -0.70 2.71
H 1.51657 -4.07550 -0.29257 -0.36 -1.53 -0.63
H -0.12143 -4.44650 -0.63057 -0.52 -0.51 -0.42
H 0.93157 -5.91450 -0.42357 0.12 1.39 0.20
H 1.08957 -5.34050 3.41943 2.30 0.48 -2.63
H 2.50557 -5.18650 1.96643 3.12 1.27 0.24
H 1.60457 -6.55450 2.23543 -0.57 0.18 -0.85
C 3.72257 0.11750 0.61743 -3.27 1.37 3.49
C 2.81557 -0.89650 1.47143 2.07 -0.93 3.01
O 2.44957 -0.72150 2.72843 3.16 0.22 -4.83
C 2.49257 -2.34150 0.85443 7.72 -3.14 0.88
H 3.31557 0.44250 -0.37357 0.19 -0.22 1.08
H 4.57657 -0.44550 0.52543 2.29 -1.29 -0.61
H 3.92457 0.96750 1.39443 -0.38 -1.21 -1.94
H 1.69157 -2.26150 0.11043 8.85 -2.81 1.33
H 2.27457 -3.13250 1.65243 -0.25 1.99 -0.83
H 3.34357 -2.87550 0.35343 0.67 0.93 0.45
```
Forces are in eV/Å.

Output
total charge: 0
orbital gap: 0.316 Eh
HOMO: -8.72 eV

Mulliken population analysis, charges in e, atoms 1 to 5: O -0.50; C 0.51; O -0.44; C -0.04; C -2.03